Model A:
Molecular formula: C4H6OS2
Method: DFT, wB97M-V/def2-TZVPD

Structure (ORCA input):
```
! wB97M-V def2-TZVPD RIJCOSX def2/J DEFGRID3
* xyz 0 1
C 0.6013 0.7742 0.3349
C -0.2083 -0.1435 1.2873
C -0.8160 0.4481 0.0192
C -1.1639 -0.4319 -1.1558
H 1.9738 1.1714 -1.5461
H 0.7334 1.7622 0.7566
H -0.4938 0.3030 2.2275
H 1.1122 -1.9953 0.4114
H -1.4423 1.2992 0.2048
H -0.4003 -1.1965 -1.3939
O -2.0861 -0.2911 -1.9107
S 2.0382 0.2015 -0.6108
S 0.1518 -1.9011 1.3756
*
```

**HOMO-LUMO gap**: 9.69 eV
**SMILES**: O=C[C@@H]1[C@H](S)[C@@H]1S

=====

Model B:
Molecular formula: C4H6OS2
Method: DFT, wB97M-V/def2-TZVPD

Structure (ORCA input):
```
! wB97M-V def2-TZVPD RIJCOSX def2/J DEFGRID3
* xyz 0 1
C -1.1584 0.5547 0.5916
C 0.0729 1.4403 -0.1896
C 1.0921 0.6069 0.5660
C -0.0310 -0.4659 0.7404
H -1.6470 -1.2954 -0.9308
H -1.6428 1.0781 1.4746
H -0.2613 1.2616 -1.2466
H 0.1491 2.5791 -0.0053
H 1.6803 1.1733 1.3205
H 2.1150 -1.4291 -0.0364
O -0.1624 -1.6121 0.3516
S -2.4477 -0.0751 -0.4256
S 2.5135 -0.1303 -0.4268
*
```

**HOMO-LUMO gap**: 9.14 eV
**SMILES**: O=C1[C@H](S)C[C@@H]1S

=====

The most stable arrangement is model A, and the next structure is 93.8 kJ/mol less stable.

=====

Model A:
Molecular formula: C4H5FOS
Method: DFT, wB97M-V/def2-TZVPD

Structure (ORCA input):
```
! wB97M-V def2-TZVPD RIJCOSX def2/J DEFGRID3
* xyz 0 1
C -1.7979 -0.9160 -0.3003
C 0.4637 0.5750 0.2698
C 1.1586 0.8607 1.3412
C 1.1631 0.2191 -0.9478
H -2.8934 -0.9733 -0.0839
H -1.3030 -1.8112 0.1285
H -1.6613 -0.9395 -1.4079
H 0.7237 1.2759 2.2013
H 2.2568 0.0663 -0.8095
O 0.6922 0.1277 -2.0694
F 2.4814 0.7855 1.3170
S -1.2839 0.7298 0.3611
*
```

**HOMO-LUMO gap**: 9.02 eV
**SMILES**: CS/C(C=O)=C/F

=====

Model B:
Molecular formula: C4H5FOS
Method: DFT, wB97M-V/def2-TZVPD

Structure (ORCA input):
```
! wB97M-V def2-TZVPD RIJCOSX def2/J DEFGRID3
* xyz 0 1
C -1.4437 -0.3405 -0.1130
C -1.3056 1.2149 -0.4012
C -0.4783 0.0981 -1.1385
C 1.2848 -0.2715 1.0218
H -2.5754 -0.5961 -0.3351
H -2.0139 1.4997 -1.2429
H -0.8039 1.7915 0.4692
H -1.0465 0.0567 -2.1106
H 2.1179 -1.3699 1.4335
O 0.4413 0.4971 1.5310
F -1.0082 -1.0072 1.0324
S 1.3451 -0.0312 -0.9980
*
```

**HOMO-LUMO gap**: 9.06 eV

=====

The most stable arrangement is model A, and the next structure is 395.5 kJ/mol less stable.

=====

Model A:
Molecular formula: C4H5FOS
Method: DFT, wB97M-V/def2-TZVPD

Structure (ORCA input):
```
! wB97M-V def2-TZVPD RIJCOSX def2/J DEFGRID3
* xyz 0 1
C 1.3885 -1.0130 0.5781
C 0.9325 0.4027 0.9445
C -1.5335 -0.2537 -0.2916
C -1.1838 -1.0488 -1.3418
H 2.3470 -1.0394 0.9945
H 0.7243 -1.7651 1.0053
H 1.4532 -1.1232 -0.5144
H -2.4438 -0.5188 0.2350
H -1.7739 -1.9167 -1.5997
O 1.5843 1.1039 1.6318
F -0.0760 -0.9453 -2.1108
S -0.6200 1.0948 0.4054
*
```

**HOMO-LUMO gap**: 10.10 eV
**SMILES**: CC(=O)S/C=C\F

=====

Model B:
Molecular formula: C4H5FOS
Method: DFT, wB97M-V/def2-TZVPD

Structure (ORCA input):
```
! wB97M-V def2-TZVPD RIJCOSX def2/J DEFGRID3
* xyz 0 1
C -0.0852 -1.2983 -0.3460
C -0.3784 0.1873 -0.1114
C 1.5652 0.0152 1.1630
C 2.6725 0.6886 1.4225
H 1.0051 -1.5067 -0.4071
H -0.4487 -1.9790 0.4890
H 1.4333 -1.2263 1.1933
H 2.7935 1.8784 1.3057
H 3.5274 0.1402 1.7585
O 0.4140 0.7947 0.8229
F -0.7949 -1.7888 -1.4700
S -1.6945 0.9299 -0.6538
*
```

**HOMO-LUMO gap**: 8.97 eV
**SMILES**: C=COC(=S)CF

=====

The most stable arrangement is model A, and the next structure is 176.2 kJ/mol less stable.

=====

Model A:
Molecular formula: BF4H18O9
Method: DFT, wB97M-V/def2-TZVPD

Structure (ORCA input):
```
! wB97M-V def2-TZVPD RIJCOSX def2/J DEFGRID3
* xyz -1 1
B 26.7223 21.7346 10.3020
F 26.1368 22.9079 10.6299
F 25.9046 21.0156 9.4717
F 27.8567 21.9814 9.5814
F 27.0681 20.9483 11.3763
O 26.0078 18.9215 7.5385
H 25.6566 19.7866 7.6806
H 26.8159 18.9231 8.0358
O 27.0041 18.3545 12.0963
H 27.1311 19.1624 11.5749
H 26.3770 17.9007 11.5118
O 24.5841 21.5053 7.3005
H 25.1582 21.8821 6.6302
H 25.0001 21.7263 8.1614
O 28.3286 21.1979 6.8701
H 28.2617 21.5351 7.7830
H 29.0074 20.4881 6.8302
O 25.3666 21.6386 14.0095
H 25.9299 21.9256 13.3038
H 24.6404 22.2286 13.8365
O 23.8697 20.2046 11.8171
H 24.8220 20.2731 11.5781
H 23.8569 19.2831 12.0489
O 24.9050 18.0622 9.9691
H 25.4360 18.3871 9.2198
H 24.0954 18.5733 9.8362
O 22.7950 21.6918 9.6618
H 23.0893 20.8984 9.1276
H 23.0140 21.3477 10.5287
O 24.2245 23.8847 8.8651
H 25.0302 24.1439 9.3749
H 23.8813 23.0552 9.2549
*
```

**HOMO-LUMO gap**: 10.25 eV

=====

Model B:
Molecular formula: BF4H18O9
Method: DFT, wB97M-V/def2-TZVPD

Structure (ORCA input):
```
! wB97M-V def2-TZVPD RIJCOSX def2/J DEFGRID3
* xyz -1 1
B 0.0522 -0.0339 -0.5480
F 0.6720 -0.4685 -1.7314
F 0.9169 -0.2203 0.5700
F -0.2712 1.3160 -0.7317
F -1.1035 -0.7788 -0.3161
O 0.4424 1.9965 2.2511
H 0.6587 1.2593 1.6602
H -0.4250 1.7766 2.6039
O 2.1658 1.8978 -2.4603
H 1.3139 1.6905 -2.0573
H 2.5411 1.0374 -2.6618
O -0.2184 -3.0242 1.3004
H 0.6763 -3.3353 1.4617
H -0.0914 -2.1556 0.8969
O 0.0802 -1.9165 -4.1810
H -0.8407 -2.1777 -4.1041
H 0.2518 -1.4152 -3.3734
O 3.5188 -0.8914 -0.2562
H 2.6596 -0.4553 -0.1716
H 3.8893 -0.5512 -1.0739
O 2.6429 0.8143 3.9762
H 2.4885 1.4408 4.6872
H 2.1508 1.1886 3.2326
O -3.0807 0.6708 -2.2171
H -2.4070 0.1676 -1.7433
H -3.9117 0.3580 -1.8505
O -2.9515 -2.0261 2.2140
H -3.2709 -2.9113 2.0242
H -2.1551 -1.9478 1.6746
O -2.1691 3.0356 0.6791
H -1.4423 2.5251 0.2998
H -2.7827 3.1343 -0.0539
*
```

**HOMO-LUMO gap**: 11.20 eV

=====

Model C:
Molecular formula: BF4H18O9
Method: DFT, wB97M-V/def2-TZVPD

Structure (ORCA input):
```
! wB97M-V def2-TZVPD RIJCOSX def2/J DEFGRID3
* xyz -1 1
B 1.4607 0.7120 0.4980
F 1.0823 0.0008 -0.5549
F 2.0133 1.8187 -0.0359
F 0.3138 1.0584 1.2529
F 2.3209 -0.0659 1.2526
O -1.8071 0.0888 0.3359
H -2.4197 0.8005 0.6097
H -0.9048 0.4023 0.6250
O -0.9503 -2.3635 -0.9180
H -0.1502 -2.8855 -0.9909
H -1.0185 -1.9324 -0.0864
O 0.1833 2.7539 -1.6182
H -0.1412 1.8180 -1.7680
H 0.9587 2.5701 -1.0877
O -1.6538 0.6158 -2.3666
H -1.6641 0.4851 -1.4079
H -0.8299 0.2469 -2.6867
O -1.2363 2.6585 2.8216
H -1.8140 1.8786 2.9033
H -0.4766 2.2880 2.3696
O 2.9126 -1.8249 -1.2708
H 3.3163 -1.4822 -2.0447
H 2.2418 -1.2223 -0.9297
O -2.6024 0.3758 3.0399
H -3.5291 0.0244 3.0294
H -2.1587 -0.1209 2.3870
O 0.9781 -2.1417 1.7989
H 1.4779 -1.3325 1.7080
H 1.6224 -2.7778 1.7286
O 0.7672 -0.5435 -3.1173
H 0.7601 -1.4937 -3.2817
H 0.9471 -0.4100 -2.1950
*
```

**HOMO-LUMO gap**: 10.07 eV

=====

The most stable arrangement is model B, and the next structure is 22.6 kJ/mol less stable.

=====

Model A:
Molecular formula: CH5NO2S
Method: DFT, wB97M-V/def2-TZVPD

Structure (ORCA input):
```
! wB97M-V def2-TZVPD RIJCOSX def2/J DEFGRID3
* xyz 0 1
C 1.3072 -0.2695 -0.2951
N -0.5629 -0.4992 1.3517
O -2.1114 1.4239 -1.4989
O 0.2731 -0.6441 2.2856
S -0.4453 -0.2702 -0.2088
H 1.5467 -0.2050 0.7352
H 1.7802 0.3837 -1.0173
H 1.5261 -1.1633 -0.7303
H -1.6088 -0.6553 1.5977
H -1.7049 1.8989 -2.2199
*
```

**HOMO-LUMO gap (spin up / spin down)**: 9.84 / 5.92 eV

=====

Model B:
Molecular formula: CH5NO2S
Method: DFT, wB97M-V/def2-TZVPD

Structure (ORCA input):
```
! wB97M-V def2-TZVPD RIJCOSX def2/J DEFGRID3
* xyz 0 1
C 0.3156 -1.0578 -0.5354
N 0.0289 1.2255 0.5978
O -2.2016 -0.0735 0.1460
O 1.2096 -0.9787 0.4545
S -1.0651 0.2444 -0.6955
H 1.0672 -0.4931 -2.0388
H 0.0929 -2.0687 -0.7979
H 0.1345 2.2534 0.6216
H -0.6175 1.0387 1.3613
H 1.0356 -0.0903 0.8864
*
```

**HOMO-LUMO gap**: 9.37 eV

=====

The most stable arrangement is model B, and the next structure is 184.8 kJ/mol less stable.

=====

Model A:
Molecular formula: CH5NO2S
Method: DFT, wB97M-V/def2-TZVPD

Structure (ORCA input):
```
! wB97M-V def2-TZVPD RIJCOSX def2/J DEFGRID3
* xyz 0 1
C 0.6746 0.0491 -0.6728
N -1.7877 0.4316 0.8841
O 3.1409 -0.4058 -1.2943
O 1.3133 -0.6005 0.4396
S 1.9325 -1.1453 -0.9643
H -0.3972 -0.1668 -0.7794
H 0.9597 1.1295 -0.9467
H -2.0306 0.8858 1.7927
H -2.7112 0.2035 0.5421
H -1.0943 -0.3811 0.9990
*
```

**HOMO-LUMO gap**: 10.63 eV

=====

Model B:
Molecular formula: CH5NO2S
Method: DFT, wB97M-V/def2-TZVPD

Structure (ORCA input):
```
! wB97M-V def2-TZVPD RIJCOSX def2/J DEFGRID3
* xyz 0 1
C -1.3115 -0.0532 0.7523
N 0.8679 0.8626 -0.4404
O 0.0670 -1.6859 -0.9531
O 1.9222 0.7594 -1.4174
S 0.2273 -0.5525 -0.0847
H -2.1826 -0.3507 0.2156
H -1.2463 -0.6484 1.6488
H -1.2829 1.0070 0.9507
H 1.9891 1.6619 -1.7673
H 0.9498 -1.0002 1.0955
*
```

**HOMO-LUMO gap**: 9.22 eV
**SMILES**: C[S@@H](=O)=NO

=====

The most stable arrangement is model A, and the next structure is 222.4 kJ/mol less stable.

=====

Model A:
Molecular formula: CH12NO3
Method: DFT, wB97M-V/def2-TZVPD

Structure (ORCA input):
```
! wB97M-V def2-TZVPD RIJCOSX def2/J DEFGRID3
* xyz 1 1
C 0.8992 1.8875 0.4898
N 0.4424 0.4882 0.2615
H 0.6818 2.1146 1.5291
H 0.3368 2.5546 -0.1444
H 1.9663 1.9925 0.3327
H 0.5093 -0.1385 1.0593
H -0.5162 0.5566 -0.0885
H 0.9279 0.0001 -0.5115
H 2.1227 -1.1315 -2.4129
H 1.1438 -2.1973 -1.7588
O 1.5958 -1.3582 -1.6420
H -2.8169 0.7751 -1.2521
H -1.9600 -0.3406 -1.7965
O -1.9287 0.4030 -1.1821
H -1.3533 -1.5852 3.1081
H -1.0974 -2.4219 1.7703
O -0.9535 -1.5992 2.2379
*
```

**HOMO-LUMO gap**: 12.25 eV

=====

Model B:
Molecular formula: CH12NO3
Method: DFT, wB97M-V/def2-TZVPD

Structure (ORCA input):
```
! wB97M-V def2-TZVPD RIJCOSX def2/J DEFGRID3
* xyz 1 1
C -2.0519 0.4334 0.2073
N -1.1692 0.9564 1.3538
H -2.2718 1.2718 -0.4442
H -1.3696 -0.1790 -0.2467
H -2.9618 -0.0273 0.7197
H -1.2649 1.9752 1.4709
H -0.1573 0.8255 1.2365
H -1.2775 0.4529 2.1717
H 2.5201 1.7665 -2.4665
H 3.2539 0.3842 -2.3043
O 2.4546 0.8946 -2.0071
H 1.6618 0.5748 -0.1918
H 2.2106 -0.0395 1.0565
O 1.3217 0.3527 0.6942
H -0.5455 -3.2001 -1.1514
H -0.1850 -3.6032 0.2507
O -0.1682 -2.8390 -0.3490
*
```

**HOMO-LUMO gap**: 11.56 eV

=====

The most stable arrangement is model A, and the next structure is 81.3 kJ/mol less stable.